Entry 1:
78
Properties=species:S:1:pos:R:3:forces:R:3 method="wB97M-V/def2-TZVPD" e_above_lowest_kj_mol=419.7 multiplicity=1 charge=+2 homo_lumo_gap_ev=6.07
Ir 0.732 1.055 2.079 0.90 -0.17 0.20
As 0.750 -2.769 -0.315 -0.11 -0.07 -0.10
S -0.149 3.136 2.351 -0.12 0.04 0.00
O 1.723 -0.793 2.333 -0.15 -0.09 -0.48
N -1.368 3.791 4.616 0.09 0.03 0.07
N 2.853 -0.785 3.029 -0.16 -0.05 0.26
N 0.797 1.135 4.086 -0.19 0.52 0.05
N -0.039 1.949 4.812 0.14 0.22 -0.35
N 1.236 0.994 0.107 -0.10 0.13 -0.17
N -0.982 0.578 1.204 -0.25 0.18 0.13
C -5.301 2.425 -0.236 -0.02 0.00 0.00
C 1.811 0.636 -2.601 -0.05 -0.02 0.01
C -4.844 1.017 -0.655 0.02 -0.04 0.00
C 0.243 0.838 -0.788 -0.08 -0.19 0.14
C -5.843 -0.025 -0.134 -0.01 -0.03 -0.01
C 0.495 0.657 -2.129 -0.03 0.10 -0.04
C 3.837 -1.584 2.584 -0.07 0.03 0.10
C 2.106 0.482 -4.084 0.00 0.06 0.02
C 1.059 -4.403 0.717 0.06 0.01 0.03
C -3.480 0.791 -0.028 0.04 0.04 -0.02
C -1.167 -2.608 0.091 -0.01 0.02 0.04
C 1.868 1.859 -4.730 0.00 0.00 -0.04
C 2.498 0.958 -0.317 -0.01 0.16 -0.05
C 4.124 -0.208 4.931 -0.03 0.03 -0.05
C -4.788 0.939 -2.181 0.00 -0.01 -0.02
C -1.072 0.762 -0.133 0.23 0.08 0.06
C -3.349 0.552 1.342 0.00 -0.03 0.04
C 5.151 -1.027 4.497 0.03 -0.01 0.05
C 2.960 -0.079 4.184 0.12 0.01 -0.07
C 3.555 0.052 -4.325 0.02 0.00 0.01
C -2.106 0.475 1.926 -0.01 -0.28 0.01
C -2.294 0.872 -0.758 -0.04 -0.13 -0.03
C 5.004 -1.717 3.305 0.01 -0.04 -0.07
C 0.528 -3.603 -2.071 0.04 0.00 -0.05
C 1.166 -0.550 -4.719 0.00 -0.02 -0.01
C 2.816 0.793 -1.649 0.03 -0.01 0.00
C -0.543 2.904 4.058 -0.04 -0.10 0.06
C 1.915 0.825 4.658 -0.24 -0.34 0.18
H 2.099 1.805 -5.795 -0.01 -0.01 0.00
H 2.095 1.280 5.627 -0.03 -0.08 0.05
H 3.266 1.091 0.437 0.00 -0.01 -0.02
H 1.017 -4.179 1.783 0.02 0.00 0.00
H 4.267 0.837 -4.068 -0.01 0.00 0.02
H -1.979 0.300 2.986 -0.01 0.11 0.02
H 0.132 -0.206 -4.756 0.00 -0.01 0.02
H -0.336 0.520 -2.807 0.01 -0.02 0.00
H 0.311 -5.161 0.486 -0.02 0.02 -0.02
H -5.481 -1.043 -0.290 0.00 0.00 -0.02
H 1.497 -3.933 -2.445 -0.01 0.01 -0.03
H 3.809 -0.851 -3.765 -0.01 -0.01 -0.01
H 3.598 -2.093 1.662 0.04 -0.01 -0.01
H -4.215 0.447 1.978 0.00 0.02 0.00
H -5.379 2.514 0.849 0.00 0.00 0.00
H 1.200 -1.503 -4.189 0.03 -0.01 -0.01
H -6.285 2.625 -0.661 0.00 0.00 0.00
H -1.485 3.790 5.617 0.00 0.01 0.00
H -1.598 -1.770 -0.458 -0.02 -0.07 0.00
H -4.423 -0.031 -2.526 0.00 0.00 0.01
H 3.693 -0.166 -5.383 0.00 0.02 0.00
H -1.694 4.588 4.095 -0.04 -0.03 -0.02
H -5.792 1.074 -2.582 0.00 0.00 0.00
H 2.505 2.624 -4.285 0.01 -0.01 0.00
H 1.475 -0.730 -5.747 -0.02 0.02 -0.01
H 6.051 -1.128 5.086 0.01 0.00 -0.01
H -0.145 -4.459 -2.029 0.00 0.00 0.06
H 5.781 -2.364 2.923 0.00 -0.01 0.02
H -1.303 -2.439 1.160 0.00 0.02 -0.01
H 3.858 0.789 -1.932 0.00 -0.03 0.00
H 0.118 -2.871 -2.767 0.00 -0.01 -0.01
H -4.614 3.192 -0.597 0.00 0.00 0.00
H -4.167 1.726 -2.614 0.00 0.01 0.01
H -2.312 1.022 -1.827 -0.01 0.04 0.01
H 2.045 -4.803 0.480 0.00 -0.01 0.02
H -6.065 0.106 0.925 0.01 -0.01 0.00
H 4.209 0.343 5.857 -0.01 0.01 0.00
H -6.785 0.080 -0.672 0.00 0.01 0.01
H 0.828 2.173 -4.627 0.00 0.00 0.01
H -1.700 -3.516 -0.190 0.04 -0.03 0.01


Entry 2:
81
Properties=species:S:1:pos:R:3:forces:R:3 method="wB97M-V/def2-TZVPD" multiplicity=1 smiles="CCCc1cc(CCCCl)cc2c1C(=O)c1c(cc([PH2]=N)cc1S(=O)(=O)F)C2=O.COCCOC.COCCOC" homo_lumo_gap_ev=6.67
Cl 6.265 3.491 1.433 -0.73 -1.44 -0.10
S -2.918 -2.653 3.152 -5.59 -2.48 1.77
P -3.997 3.326 1.430 -0.53 -0.27 -1.93
F -1.412 -3.285 3.778 -2.68 1.56 -1.69
O -6.984 -0.189 0.798 0.05 -0.16 -0.39
O -3.625 -3.675 2.223 3.67 3.86 3.47
O -9.239 -0.200 -1.144 -0.05 0.00 0.50
O 0.458 0.638 -2.106 -0.43 -3.37 8.07
O -3.761 -2.309 4.439 4.15 -0.77 -5.24
O 4.931 2.930 -5.988 0.23 0.11 0.50
O -0.864 -3.713 0.709 3.18 7.86 0.92
O 4.781 1.690 -3.286 -0.11 -0.10 -0.28
N -4.924 3.637 0.138 1.80 0.93 1.19
C 5.312 1.933 1.123 -1.80 -1.14 -0.97
C -1.778 1.633 0.218 -0.98 -4.10 2.54
C 6.146 0.544 1.393 -0.14 0.18 0.18
C 3.364 1.628 -3.399 0.05 0.01 0.00
C -7.238 0.822 -0.182 -0.44 0.20 0.54
C 1.289 -2.150 0.689 2.45 1.14 -0.43
C 5.954 -0.588 0.178 -0.56 0.48 1.68
C 2.277 -2.382 4.170 0.50 -0.61 1.18
C 2.125 -4.380 2.271 -0.34 -0.04 0.40
C -3.052 1.643 1.301 2.65 -3.60 -0.18
C 3.195 -0.243 -0.411 -1.34 -4.08 2.67
C 4.053 -2.526 1.193 -3.09 2.26 -1.62
C -9.974 -1.057 -0.279 0.11 -0.01 -0.24
C -3.442 0.300 2.217 2.51 0.13 -1.85
C 2.475 -3.044 1.384 0.40 2.58 -2.23
C 1.660 -0.784 -0.202 2.00 -0.75 0.96
C -1.302 -1.131 1.029 -1.59 2.32 0.49
C -8.737 0.955 -0.464 0.42 -0.24 -0.51
C 5.989 2.213 -5.345 -0.52 -0.34 -0.29
C 2.094 -3.997 3.899 -0.34 0.34 -0.01
C 4.714 4.209 -5.401 -0.09 -0.10 -0.26
C -0.345 -2.486 0.813 -1.01 -4.12 -0.63
C -6.490 -1.391 0.215 0.00 0.04 0.31
C -0.935 0.228 0.125 -1.83 0.14 1.41
C 4.398 -1.136 0.330 -2.62 -1.17 -0.12
C -2.566 -1.120 2.107 2.18 4.22 -3.14
C 0.396 0.078 -0.877 0.50 1.75 -3.83
C 5.439 1.122 -4.423 0.34 0.47 0.26
H -9.296 1.141 0.460 0.12 -0.09 -0.03
H -8.895 1.809 -1.131 0.05 0.00 0.06
H 6.741 -1.443 0.433 -1.89 1.75 -0.88
H -4.514 4.529 -0.263 -0.79 -1.39 0.38
H 2.158 -2.178 5.332 0.24 -0.51 -2.38
H 4.769 0.446 -4.969 0.03 0.17 0.01
H 2.903 -5.264 2.079 -1.51 2.27 0.28
H 6.276 0.529 -4.041 0.01 0.00 -0.06
H 1.472 -1.709 3.638 1.81 -1.47 0.80
H 3.448 0.737 -1.010 -0.66 -2.38 1.32
H 6.170 -0.040 -0.833 -0.60 -1.40 1.75
H -10.924 -0.587 -0.009 -0.04 -0.04 0.12
H 4.596 4.139 -4.318 0.05 0.00 0.03
H 2.958 -4.635 4.381 -1.80 1.55 -0.62
H -6.876 1.767 0.236 -0.01 0.00 -0.16
H 3.027 0.593 -3.295 -0.14 0.05 -0.09
H -4.714 3.285 2.689 0.77 -0.30 -0.60
H 3.799 4.630 -5.827 0.14 -0.15 -0.02
H -1.491 2.587 -0.438 -0.70 -2.46 1.60
H -6.472 -2.164 0.988 0.00 0.16 -0.03
H 3.018 2.037 -4.353 0.02 -0.05 0.05
H -5.469 -1.235 -0.146 0.01 -0.09 -0.11
H 4.944 1.987 -0.011 1.11 -0.01 2.46
H 4.901 -3.168 1.733 -1.98 1.69 -1.44
H 4.303 1.939 1.762 2.47 0.21 -1.24
H -9.408 -1.296 0.627 -0.04 0.05 -0.01
H 6.651 2.894 -4.798 -0.13 -0.07 0.05
H 1.047 -4.293 4.388 2.39 0.36 -1.27
H -7.127 -1.731 -0.604 0.02 0.04 -0.04
H -4.372 0.386 2.958 2.33 -0.40 -1.78
H -10.183 -1.988 -0.813 0.05 0.18 -0.03
H 5.549 4.873 -5.643 -0.01 0.06 0.11
H 3.387 -2.117 3.899 -2.35 -0.08 0.32
H 2.929 2.220 -2.589 0.10 -0.04 -0.06
H -6.679 0.626 -1.105 -0.13 -0.02 0.07
H 5.690 0.043 2.365 1.31 1.15 -1.87
H -2.971 4.346 1.541 -0.40 -0.98 0.51
H 6.577 1.738 -6.138 0.01 -0.02 0.06
H 7.287 0.838 1.526 -2.44 -0.83 -0.23
H 1.064 -4.849 2.052 2.22 1.38 -0.12


Entry 3:
89
Properties=species:S:1:pos:R:3:forces:R:3 method="wB97M-V/def2-TZVPD" multiplicity=1 homo_lumo_gap_ev=7.42
Zn -15.314 -9.725 -8.241 -0.22 -0.45 -0.82
F -16.496 -7.813 -11.918 0.69 -0.88 -0.99
F -9.096 -10.747 -6.554 -0.02 -0.10 -0.49
O -16.525 -10.026 -4.268 0.11 0.32 -1.94
O -17.373 -9.100 -13.545 -0.39 -0.47 0.21
O -14.138 -8.725 -6.880 1.01 -0.51 1.30
O -13.474 -13.922 -12.680 0.08 0.83 -0.25
O -16.123 -5.785 -9.584 0.96 -0.72 -0.93
O -16.062 -7.927 -14.914 -0.49 -0.73 0.45
O -14.501 -10.042 -10.146 -0.80 -0.60 0.09
O -10.258 -10.393 -8.481 0.35 -0.88 0.45
O -16.100 -7.759 -8.544 0.27 0.24 -0.31
O -17.457 -10.190 -9.233 0.45 0.21 0.26
O -19.031 -11.568 -9.974 -0.88 0.62 0.78
O -16.754 -9.672 -6.495 1.03 -0.94 1.06
O -13.272 -15.309 -10.380 -0.31 0.38 -0.20
O -9.766 -8.270 -8.229 -0.42 0.69 0.21
O -11.893 -8.929 -8.667 -3.06 1.31 -0.48
O -18.288 -8.124 -15.392 1.03 -0.83 0.78
O -12.781 -8.074 -5.258 -0.65 0.75 0.03
O -14.696 -11.607 -7.994 0.18 0.64 -1.50
C -14.341 -11.321 -10.381 0.63 1.77 0.29
C -13.293 -6.720 -5.521 -0.53 -0.51 0.39
C -8.532 -8.942 -7.989 0.35 -0.62 -0.25
C -16.530 -10.455 -5.562 -1.34 1.39 -0.01
C -8.981 -10.426 -7.898 -0.48 0.79 -0.14
C -12.858 -10.328 -5.618 0.37 -1.69 1.30
C -14.084 -11.847 -11.596 0.71 -1.90 -0.22
C -14.300 -12.151 -9.163 -1.11 -0.55 3.02
C -13.967 -13.456 -9.117 0.08 -0.54 -0.29
C -13.332 -9.017 -5.978 -1.06 1.25 -1.54
C -17.431 -5.616 -9.035 -1.03 -0.16 -0.44
C -15.549 -6.957 -9.307 -0.49 -0.87 0.49
C -13.694 -13.279 -11.674 -0.67 -0.61 0.37
C -17.466 -13.357 -10.275 1.17 0.28 0.39
C -17.355 -8.409 -14.699 0.66 1.91 -0.80
C -15.171 -8.489 -13.913 -1.56 0.28 0.82
C -16.202 -8.893 -12.805 -0.21 0.66 0.02
C -18.091 -12.103 -10.906 1.30 -0.84 0.43
C -16.515 -8.552 -4.160 0.84 -0.63 0.04
C -19.613 -10.130 -8.133 -0.40 -0.58 -0.89
C -18.580 -10.624 -9.132 0.36 0.19 -0.07
C -17.900 -7.950 -4.272 -0.87 0.26 0.28
C -13.635 -14.148 -10.328 0.61 0.28 -0.23
C -12.339 -6.069 -6.463 0.74 0.10 0.39
C -14.210 -7.249 -9.872 0.25 0.97 0.00
C -18.505 -6.543 -9.697 -0.04 -0.66 1.05
C -16.565 -11.920 -5.668 0.37 -0.56 0.35
C -10.781 -9.140 -8.470 3.96 -1.14 0.52
H -18.549 -8.086 -3.407 0.26 -0.53 0.23
H -13.961 -11.259 -12.487 -0.14 0.25 -0.20
H -7.834 -8.734 -8.824 -0.43 -0.21 0.44
H -14.007 -14.010 -8.173 0.09 0.27 -0.36
H -17.251 -5.899 -7.992 -0.99 0.40 0.04
H -8.424 -11.204 -8.416 0.24 0.18 0.26
H -16.037 -12.363 -6.508 0.26 0.46 -0.12
H -17.615 -12.087 -5.855 -0.52 -0.47 0.19
H -15.855 -8.179 -4.976 -0.48 -0.15 0.70
H -15.999 -8.528 -3.187 -0.47 0.99 -0.28
H -8.085 -8.623 -7.031 -0.35 -0.06 -0.48
H -13.979 -6.477 -10.609 0.41 -0.13 0.19
H -18.172 -7.591 -9.580 -0.21 0.52 -0.10
H -14.099 -8.263 -10.270 -0.50 0.33 -0.14
H -19.280 -9.466 -7.337 0.61 -0.35 -0.22
H -17.283 -11.382 -11.048 -0.21 -0.04 -0.19
H -13.378 -6.343 -4.498 0.35 0.55 -0.39
H -17.681 -4.548 -9.196 0.28 -0.67 0.37
H -20.119 -11.023 -7.749 -0.16 0.40 0.05
H -18.153 -14.138 -9.966 -0.40 0.05 -0.26
H -17.957 -6.865 -4.395 0.77 0.03 -0.15
H -18.446 -8.344 -5.129 0.26 -0.16 -0.04
H -12.529 -5.015 -6.588 -0.09 0.42 0.10
H -12.329 -6.519 -7.454 -0.14 -0.23 0.12
H -14.294 -6.760 -5.951 0.07 -0.25 0.15
H -20.309 -9.542 -8.742 -0.24 -0.25 0.15
H -16.037 -9.770 -12.178 0.39 0.23 -0.14
H -11.766 -10.371 -5.745 -0.40 -0.24 -0.32
H -13.431 -11.097 -6.104 0.27 -0.35 -0.87
H -18.794 -6.414 -10.738 0.68 0.55 -0.16
H -13.010 -10.545 -4.547 0.07 0.57 -0.17
H -16.955 -13.014 -9.350 -0.23 -0.20 -0.39
H -14.466 -7.739 -13.541 -0.22 -0.14 -0.29
H -11.364 -6.219 -6.004 0.35 0.33 -0.31
H -18.599 -12.277 -11.837 -0.40 -0.08 -0.24
H -14.681 -9.361 -14.336 0.16 -0.09 0.13
H -16.239 -12.359 -4.726 -0.25 -0.15 -0.09
H -19.474 -6.467 -9.165 0.58 0.17 0.13
H -16.647 -13.827 -10.870 -0.75 0.50 0.08
H -13.528 -7.274 -9.007 -0.03 0.42 -0.41


Entry 4:
75
Properties=species:S:1:pos:R:3:forces:R:3 method="wB97M-V/def2-TZVPD" e_above_lowest_kj_mol=121.6 multiplicity=1 charge=+1 homo_lumo_gap_ev=9.36
O -0.100 1.032 1.945 -1.28 -2.08 -1.51
O -3.036 4.538 -1.869 0.38 -1.03 0.56
N -1.524 -1.852 0.817 -2.70 -0.77 0.90
N 1.006 1.436 -1.979 -0.64 2.07 -2.32
N 2.524 -0.967 1.386 2.54 -0.12 2.28
N 0.688 -0.643 -0.346 -0.78 -0.38 0.11
N 0.720 -2.909 -1.984 -1.39 -2.95 -1.45
C 0.717 1.440 -3.377 1.26 -0.56 3.59
C 1.610 3.613 -3.615 -0.10 0.45 0.51
C -0.402 -3.644 -2.484 2.80 2.86 1.60
C 4.951 -1.010 1.575 -1.03 1.83 -0.08
C 4.821 -1.796 2.684 0.20 -1.04 0.52
C -0.255 -4.814 -3.163 -0.49 -0.37 0.14
C 1.008 2.497 -4.184 -0.66 -0.30 0.31
C 1.728 3.729 -2.226 0.00 -1.21 -0.13
C 1.377 2.611 -1.416 0.24 -0.47 -2.46
C 2.421 -1.772 2.504 1.28 1.43 -2.18
C -1.949 2.667 -0.836 0.82 0.46 1.85
C 0.997 -5.363 -3.248 0.58 -0.14 -0.18
C -3.458 2.475 -0.626 0.49 1.70 -0.37
C 2.105 -4.691 -2.727 0.08 -3.03 -1.65
C -2.755 -3.691 1.932 -1.58 1.18 -1.92
C 0.531 2.409 3.670 2.53 -0.03 0.13
C 0.860 1.998 2.218 -0.73 0.88 2.22
C -1.278 1.041 2.860 2.13 1.38 -0.19
C -3.882 3.986 -0.851 -0.82 -0.31 -1.57
C -0.566 1.504 4.151 -2.04 1.16 -0.31
C 1.942 -3.506 -2.149 -2.07 3.41 0.64
C 3.768 -0.530 1.010 -1.72 -1.32 0.46
C 3.572 -2.226 3.135 -0.90 0.10 0.02
C -1.640 -2.948 1.596 1.65 -0.64 0.49
C -1.771 3.915 -1.702 0.41 0.04 -1.54
C -3.936 -2.137 0.449 0.90 -0.56 1.74
C -2.720 -1.431 0.332 -0.21 -0.75 -0.68
C -3.935 -3.251 1.315 0.44 -0.21 -0.69
H -1.392 3.691 -2.699 -0.11 -0.31 -0.26
H 0.386 3.489 3.720 -0.74 -0.16 0.18
H 3.405 -2.885 3.973 0.51 0.06 0.23
H -4.772 -3.930 1.390 -0.48 0.37 0.02
H -1.286 1.822 -1.017 -0.57 -0.18 -0.87
H 0.801 2.954 1.696 -0.26 -0.29 -1.06
H -3.746 2.150 0.374 0.20 -0.09 -0.02
H 5.882 -0.522 1.328 0.17 -0.35 -0.23
H 2.170 4.595 -1.755 -0.10 0.14 -0.10
H -1.833 0.113 2.998 0.79 -0.46 -0.55
H 2.775 -2.852 -1.941 0.23 -0.13 0.50
H -0.318 0.641 4.768 0.31 0.28 -0.05
H -1.972 1.730 2.379 -0.14 0.42 0.51
H 0.380 0.486 -3.754 -0.23 0.01 -0.02
H 3.083 -5.122 -2.882 0.12 0.06 0.13
H -0.147 -0.756 0.212 -0.58 0.31 0.29
H -2.798 -4.677 2.369 0.64 0.26 0.55
H 5.734 -2.065 3.194 -0.09 -0.29 0.24
H -4.870 -1.858 -0.014 0.22 0.33 -0.23
H -1.229 2.197 4.670 -0.33 -0.59 0.63
H -1.537 2.956 0.131 -0.12 0.14 0.48
H 1.063 -6.295 -3.791 0.47 -0.12 0.10
H 1.468 2.267 4.209 -0.13 -0.06 0.53
H 1.952 4.375 -4.299 -0.01 0.37 0.26
H 3.714 0.233 0.248 0.37 -0.06 -0.34
H 1.446 -0.684 0.321 0.69 -0.05 1.06
H -2.696 -0.578 -0.330 0.13 0.32 0.02
H -1.099 -5.336 -3.590 -0.13 0.10 0.01
H 1.475 2.634 -0.341 0.02 -0.04 0.08
H 1.882 1.621 2.187 -0.18 -0.42 -0.49
H 0.788 0.213 -0.872 -0.45 0.60 -0.95
H -1.341 -3.135 -2.322 -0.14 -0.11 -0.03
H 0.735 -1.485 -0.903 -0.03 -0.47 -1.05
H 0.647 2.414 -5.199 0.56 0.33 -0.29
H -0.722 -3.377 1.970 0.56 0.32 -0.04
H -3.820 4.681 -0.014 -0.06 -0.62 0.64
H -1.044 4.649 -1.352 0.01 -0.04 0.71
H -3.852 1.771 -1.359 -0.39 0.36 -0.12
H 1.404 -1.914 2.839 0.01 -0.46 0.08
H -4.853 4.083 -1.337 -0.37 -0.16 0.62


Number 1: LUMO energy -0.2607 Eh. Number 2: LUMO energy -0.0854 Eh. Number 3: LUMO energy 0.0033 Eh. Number 4: LUMO energy -0.0708 Eh.